(1)
8
Properties=species:S:1:pos:R:3:forces:R:3 method="wB97M-V/def2-TZVPD" largest_force_ev_per_a=3.3 orbital_gap_ev=6.14 total_charge=-2 energy_ev=-38157.2639 smiles="[O-]C(=S)[P@@]([O-])(O)=S" de_lowest_kj_mol=24.1
O 0.42562 -1.87164 -0.51186 -0.5 1.5 0.7
C -0.51589 -1.07721 -0.23861 1.0 -0.9 -0.8
S -2.13527 -1.48211 -0.41219 -1.0 -0.1 0.2
P -0.15299 0.73038 0.27691 2.5 -0.1 -2.2
O -0.46481 1.16670 1.62071 -1.4 0.1 2.9
O 1.53559 0.57134 0.39041 -0.1 0.2 -0.4
S -0.65189 2.14835 -1.08811 0.3 -0.8 -0.2
H 1.95964 -0.18581 -0.03727 -0.9 0.0 -0.2

---

(2)
8
Properties=species:S:1:pos:R:3:forces:R:3 method="wB97M-V/def2-TZVPD" largest_force_ev_per_a=0.7 orbital_gap_ev=10.22 energy_ev=-6695.5544 smiles="N=C=CC=O" de_lowest_kj_mol=90.5
N -2.07242 -0.45110 0.26716 0.7 0.3 -0.2
C -0.99600 0.03996 0.00333 -0.5 -0.2 0.1
C 0.18185 0.62408 -0.16792 -0.1 0.0 0.0
C 1.41101 -0.08714 0.20233 0.0 -0.2 0.1
O 1.45306 -1.22020 0.63333 0.0 0.4 -0.2
H -2.53267 -1.03782 -0.42454 0.0 0.0 0.0
H 0.21603 1.62970 -0.57255 0.0 -0.1 0.0
H 2.33915 0.50252 0.05886 -0.1 -0.1 0.0

---

(3)
20
Properties=species:S:1:pos:R:3:forces:R:3 method="wB97M-V/def2-TZVPD" largest_force_ev_per_a=0.6 orbital_gap_ev=9.47 energy_ev=-8932.8167 smiles="C=C(C)N.CCO" de_lowest_kj_mol=115.2
C -0.13496 2.28440 -0.34387 0.0 0.3 0.0
C -0.70755 1.50374 0.57292 0.1 -0.2 0.0
C 0.03601 0.99338 1.76676 -0.2 -0.5 0.1
N -2.00143 1.02037 0.45902 -0.2 0.1 0.1
H -0.71238 2.69166 -1.16353 0.0 0.0 -0.1
H 0.87724 2.63308 -0.20693 0.1 -0.1 -0.1
H 1.09506 1.16669 1.66870 0.3 0.2 0.1
H -0.33003 1.43709 2.68971 0.0 0.3 0.1
H -0.10732 -0.08575 1.89259 0.0 0.1 -0.2
H -2.48151 0.89241 1.33680 0.0 -0.1 0.0
H -2.57603 1.50651 -0.21076 0.0 0.0 -0.1
C 0.52936 -2.71716 -0.67959 0.3 -0.2 0.5
C 1.18197 -1.39933 -0.99867 0.1 0.3 -0.1
O 0.34666 -0.67263 -1.88556 -0.1 0.4 0.0
H 1.14172 -3.28051 0.03304 0.0 0.1 0.0
H 0.43154 -3.33776 -1.56803 -0.2 0.1 -0.1
H -0.43597 -2.53614 -0.20456 -0.1 -0.1 -0.2
H 1.36209 -0.82814 -0.08455 -0.1 0.0 0.1
H 2.16317 -1.53007 -1.46317 0.1 -0.2 0.0
H 0.32233 0.25813 -1.61034 0.0 -0.3 0.0

---

(4)
9
Properties=species:S:1:pos:R:3:forces:R:3 method="wB97M-V/def2-TZVPD" largest_force_ev_per_a=3.3 orbital_gap_ev="7.66 / 7.69" total_charge=+1 energy_ev=-20805.0861 de_lowest_kj_mol=790.8
C 0.48978 -1.19641 -0.59600 0.6 0.9 -3.1
N -0.96925 2.03813 -0.69699 -0.6 0.9 -0.7
N 0.49728 0.38816 1.01065 0.2 1.7 -0.8
O 1.25385 -0.13994 0.10300 -0.2 -1.2 1.0
F -0.31770 -0.52173 -1.41880 -0.8 0.6 -0.2
F -0.26223 -1.79783 0.26894 0.4 -1.1 0.3
P -0.77235 1.43994 0.69781 2.0 -2.4 -0.4
H 1.17436 -1.69100 -1.35005 -0.3 -0.4 2.0
H -1.09373 1.48067 1.98145 -1.3 1.0 1.9